Entry from the Open Molecules 2025 dataset: one molecule with the formula C14H20FNO3S at a distorted geometry (ωB97M-V/def2-TZVPD).

```
40
Properties=species:S:1:pos:R:3
C 4.706 0.089 2.442
C 4.162 0.366 1.050
H 4.855 -0.013 0.289
H 4.028 1.443 0.901
O 2.911 -0.304 0.950
C 2.210 -0.301 -0.199
C 2.509 0.373 -1.388
C 1.698 0.287 -2.508
C 0.541 -0.468 -2.470
C 0.222 -1.131 -1.299
C 1.033 -1.061 -0.191
H 0.785 -1.614 0.700
S -1.304 -2.081 -1.202
O -1.039 -3.239 -0.401
O -1.797 -2.247 -2.538
N -2.363 -1.128 -0.379
C -2.484 -1.257 1.050
H -1.657 -1.895 1.358
C -2.458 0.075 1.811
H -2.147 -0.142 2.835
C -1.533 1.132 1.205
H -0.630 0.660 0.815
C -2.210 1.950 0.103
C -2.367 1.204 -1.220
H -1.381 1.011 -1.646
C -3.110 -0.130 -1.097
H -3.284 -0.537 -2.096
H -4.076 0.013 -0.604
H -2.915 1.839 -1.919
H -1.616 2.848 -0.084
H -3.192 2.275 0.456
H -1.232 1.820 1.998
H -3.468 0.486 1.862
H -3.416 -1.787 1.294
H -0.106 -0.566 -3.326
H 1.995 0.822 -3.396
F 3.620 1.145 -1.500
H 5.666 0.582 2.564
H 4.831 -0.980 2.586
H 4.015 0.462 3.192
```

Results
Total energy: -36027.14719 eV
Multiplicity: 1
HOMO: -8.9 eV
Structure (SMILES): CCOc1cc(S(=O)(=O)N2CCCCCC2)ccc1F
ΔE to the lowest compared entry with this formula, charge and spin: 34.8 kJ/mol
Net charge: 0

Entry from the Open Molecules 2025 dataset: C14H20N2O2 as an isolated structure at a distorted geometry (ωB97M-V/def2-TZVPD).

```
38
Properties=species:S:1:pos:R:3
C 2.337 -1.226 -1.481
N 1.416 -0.167 -1.112
C 1.554 1.022 -1.929
C 0.662 -0.181 0.033
C 0.628 1.130 0.787
C -0.098 2.219 0.288
C -0.062 3.438 0.974
C 0.680 3.546 2.157
C 1.435 2.471 2.626
C 1.405 1.250 1.950
H 1.956 -1.772 -2.360
H 3.300 -0.769 -1.751
H 2.470 -1.934 -0.653
H 2.386 0.834 -2.621
H 0.635 1.206 -2.510
H 1.792 1.904 -1.316
H 0.867 -1.083 0.628
H -0.648 2.130 -0.660
H -0.617 4.289 0.571
H 0.660 4.482 2.712
H 2.060 2.557 3.523
H 1.978 0.389 2.300
O -0.645 -0.868 -3.038
C -0.643 -1.749 -2.146
C -1.698 -1.530 -1.064
C -2.052 -2.710 -0.176
C -2.171 -2.165 1.251
C -1.746 -0.698 1.199
N -1.155 -0.499 -0.167
O 0.080 -2.751 -1.918
H -2.589 -1.116 -1.555
H -2.996 -3.124 -0.543
H -1.278 -3.480 -0.260
H -3.215 -2.239 1.576
H -1.559 -2.744 1.952
H -2.636 -0.051 1.273
H -1.019 -0.419 1.967
H -1.474 0.406 -0.504
```

Results
Total energy: -21916.11314 eV
Multiplicity: 1
HOMO: -7.9 eV
ΔE to the lowest compared entry with this formula, charge and spin: 291.3 kJ/mol
Net charge: 0

Entry from the Open Molecules 2025 dataset: one molecule with the formula C14H20N2O2S at a distorted geometry (ωB97M-V/def2-TZVPD).

```
39
Properties=species:S:1:pos:R:3
O -3.070 -0.670 0.248
C -2.080 -0.085 0.632
N -0.822 -0.526 0.486
H -0.067 0.051 0.851
C -0.484 -1.791 -0.116
H -0.058 -1.624 -1.115
C 0.512 -2.577 0.742
C 1.891 -1.912 0.744
C 2.875 -2.708 1.597
C 2.989 -4.141 1.087
C 1.618 -4.811 1.082
C 0.635 -4.013 0.230
H -0.345 -4.494 0.247
H 0.982 -3.996 -0.806
H 1.701 -5.828 0.694
H 1.242 -4.873 2.106
H 3.678 -4.707 1.717
H 3.392 -4.134 0.072
H 3.854 -2.226 1.578
H 2.528 -2.719 2.633
H 1.822 -0.893 1.130
H 2.263 -1.860 -0.283
H 0.131 -2.602 1.769
H -1.419 -2.346 -0.231
C -2.149 1.268 1.335
H -1.337 1.411 2.045
H -3.119 1.379 1.819
S -2.139 2.646 0.135
C -0.694 2.496 -0.853
C -0.790 2.894 -2.181
C 0.315 2.890 -3.006
C 1.527 2.463 -2.476
C 1.585 2.079 -1.160
N 0.509 2.115 -0.345
O 0.639 1.764 0.871
H 2.492 1.745 -0.680
H 2.421 2.428 -3.076
H 0.237 3.199 -4.035
H -1.759 3.201 -2.541
```

Results
Total energy: -32752.35971 eV
Multiplicity: 1
HOMO: -8.6 eV
ΔE to the lowest compared entry with this formula, charge and spin: 209.8 kJ/mol
Net charge: 0

Entry from the Open Molecules 2025 dataset: one molecule with the formula C14H20N2O3 at a distorted geometry (ωB97M-V/def2-TZVPD).

```
39
Properties=species:S:1:pos:R:3
C -0.613 0.687 -0.252
C 0.718 0.030 -0.544
C -0.547 2.146 -0.802
C -1.851 2.917 -0.697
C -2.093 3.833 0.294
C -2.955 2.719 -1.619
C -3.285 4.550 0.451
C -4.114 3.486 -1.487
C -4.311 4.412 -0.483
C 2.223 -1.934 0.026
C 2.146 -2.786 -1.264
C 2.440 -2.864 1.214
C 3.905 -3.277 1.196
C 1.390 -3.998 1.339
H -0.228 1.145 1.677
H -1.806 1.011 1.251
H -1.398 0.204 -0.878
H 0.243 2.692 -0.324
H -0.136 2.017 -1.885
H -1.231 3.946 0.998
H -2.812 2.016 -2.438
H -3.382 5.277 1.231
H -4.905 3.296 -2.169
H -5.184 5.037 -0.408
H 0.344 -1.194 0.949
H 3.036 -1.130 -0.075
H 2.307 -2.260 2.145
H 3.971 -3.942 0.296
H 4.269 -3.900 2.070
H 4.550 -2.428 1.059
H 0.443 -3.601 0.952
H 1.729 -4.915 0.873
H 1.232 -4.395 2.399
H 0.243 -2.454 -1.420
N -0.885 0.578 1.174
N 0.996 -1.120 0.151
O 1.517 0.490 -1.351
O 3.101 -3.297 -1.790
O 0.935 -2.993 -1.858
```

Results
Total energy: -23965.57491 eV
Multiplicity: 1
HOMO: -9.4 eV
Structure (SMILES): CC(C)[C@H](NC(=O)[C@@H](N)Cc1ccccc1)C(=O)O
ΔE to the lowest compared entry with this formula, charge and spin: 152.7 kJ/mol
Net charge: 0

Entry from the Open Molecules 2025 dataset: one molecule with the formula C14H20N2O4S2 at a distorted geometry (ωB97M-V/def2-TZVPD).

```
42
Properties=species:S:1:pos:R:3
O 1.621 0.989 1.590
S 1.867 1.482 0.263
O 2.318 2.832 0.101
N 2.944 0.504 -0.555
H 3.869 0.908 -0.519
C 2.931 -0.901 -0.170
C 4.187 -1.592 -0.635
C 5.438 -1.458 0.184
C 4.713 -2.767 0.131
H 5.156 -3.581 -0.422
H 4.169 -3.083 1.007
H 6.384 -1.371 -0.328
H 5.384 -0.887 1.099
H 4.297 -1.605 -1.712
H 2.831 -0.986 0.920
H 2.049 -1.354 -0.634
C 0.385 1.228 -0.702
C -0.445 0.179 -0.360
C -1.601 -0.014 -1.091
C -1.912 0.804 -2.162
C -1.061 1.847 -2.503
C 0.091 2.065 -1.761
H 0.767 2.876 -1.980
H -1.298 2.488 -3.338
H -2.814 0.603 -2.719
S -2.727 -1.339 -0.611
O -1.936 -2.448 -0.171
O -3.657 -1.522 -1.684
N -3.596 -0.798 0.697
C -4.356 0.414 0.489
H -4.584 0.513 -0.570
H -5.294 0.328 1.047
C -3.489 1.550 1.056
H -4.105 2.339 1.483
H -2.873 1.988 0.270
C -2.610 0.866 2.118
H -2.879 1.188 3.122
H -1.556 1.096 1.964
C -2.886 -0.643 1.949
H -1.990 -1.260 1.924
H -3.535 -1.009 2.751
H -0.193 -0.469 0.462
```

Results
Total energy: -47681.66912 eV
Multiplicity: 1
HOMO: -9.8 eV
Structure (SMILES): O=S(=O)(NCC1CC1)c1cccc(S(=O)(=O)N2CCCC2)c1
Net charge: 0

Entry from the Open Molecules 2025 dataset: C14H20N3O7P2Pt as an isolated structure at a distorted geometry (ωB97M-V/def2-TZVPD).

```
47
Properties=species:S:1:pos:R:3
Pt 0.120 0.651 0.600
C 1.136 3.804 1.910
C 1.631 2.888 2.817
C 0.867 1.768 3.179
C -0.419 1.576 2.629
C -0.894 2.476 1.636
C -0.105 3.600 1.299
H 1.701 4.699 1.682
H 2.601 3.038 3.271
H 1.232 1.088 3.938
H -1.127 0.933 3.137
H -1.939 2.465 1.356
H -0.499 4.333 0.608
N 2.035 0.669 -3.248
C 2.461 0.102 -1.915
C 3.824 -0.551 -1.985
P 2.358 1.518 -0.706
O 3.525 2.436 -1.211
O 2.451 1.068 0.727
O 0.985 2.138 -0.940
P 1.081 -1.019 -1.339
O 1.151 -2.262 -2.295
O 1.212 -1.324 0.131
O -0.168 -0.203 -1.603
H 2.582 1.501 -3.492
H 1.043 0.941 -3.191
H 2.142 -0.007 -4.009
H 4.593 0.161 -2.290
H 3.832 -1.383 -2.691
H 4.100 -0.936 -1.002
H 4.102 2.857 -0.551
H 1.531 -3.096 -1.975
N -4.874 -3.541 -1.351
C -4.411 -2.350 -1.078
O -4.723 -1.296 -1.665
C -3.429 -2.167 0.071
C -3.416 -2.999 1.182
C -2.458 -2.767 2.154
C -1.585 -1.701 1.994
N -1.652 -0.870 0.949
C -2.547 -1.085 -0.007
H -5.557 -3.655 -2.095
H -4.585 -4.372 -0.857
H -4.128 -3.805 1.316
H -2.398 -3.396 3.031
H -0.811 -1.517 2.728
H -2.577 -0.408 -0.850
```

Results
Total energy: -55443.29291 eV
Multiplicity: 5
HOMO (alpha / beta): -17.9 / -18.6 eV
ΔE to the lowest compared entry with this formula, charge and spin: 0.0 kJ/mol
Net charge: +3
⟨S²⟩: 6.038

Entry from the Open Molecules 2025 dataset: C14H20N6PPbS2 as an isolated structure (ωB97M-V/def2-TZVPD).

```
44
Properties=species:S:1:pos:R:3
Pb 1.984 1.729 0.624
C 3.857 -1.652 -4.123
S 4.508 -0.214 -3.271
C 3.507 -0.123 -1.813
S 2.448 1.168 -2.194
N 3.718 -0.852 -0.790
N 2.942 -0.477 0.308
C 2.980 -1.291 1.295
C 2.299 -0.957 2.549
C 2.406 -1.782 3.651
C 1.801 -1.385 4.843
C 1.126 -0.180 4.880
C 1.066 0.593 3.724
N 1.627 0.214 2.578
H 4.527 -1.816 -4.967
H 2.853 -1.434 -4.487
H 3.865 -2.505 -3.447
H 3.543 -2.217 1.211
H 2.963 -2.708 3.587
H 1.873 -2.006 5.726
H 0.653 0.174 5.785
H 0.555 1.549 3.731
C -3.924 1.607 -0.365
N -3.056 1.839 -1.538
C -3.137 0.782 -2.539
N -2.600 -0.334 -1.767
C -3.434 -0.674 -0.599
N -3.452 0.429 0.353
C -2.147 0.649 0.968
P -0.812 1.045 -0.268
C -1.745 2.356 -1.248
C -1.179 -0.303 -1.512
H -4.941 1.444 -0.719
H -3.897 2.491 0.268
H -2.527 1.007 -3.411
H -4.171 0.597 -2.819
H -3.034 -1.575 -0.137
H -4.447 -0.872 -0.948
H -1.849 -0.244 1.522
H -2.216 1.464 1.691
H -1.210 2.595 -2.167
H -1.838 3.259 -0.641
H -0.869 -1.263 -1.094
H -0.619 -0.124 -2.430
```

Results
Total energy: -59960.78107 eV
Multiplicity: 1
HOMO (alpha / beta): -17.8 / -17.8 eV
Net charge: +3

Entry from the Open Molecules 2025 dataset: C14H21AsN4S8W as an isolated structure at a distorted geometry (ωB97M-V/def2-TZVPD).

```
49
Properties=species:S:1:pos:R:3
W -0.054 0.069 0.227
C 0.864 1.853 -3.629
C 0.684 0.914 -2.479
N 0.665 1.321 -1.203
N 0.953 2.673 -1.027
C 0.889 3.054 0.206
N 1.166 4.358 0.483
S 0.464 2.051 1.591
C 0.558 -0.479 -2.612
C 0.729 -1.194 -3.828
C 0.748 -2.554 -3.824
C 0.620 -3.234 -2.588
C 0.409 -2.516 -1.455
N 0.314 -1.153 -1.435
H 0.417 2.816 -3.395
H 0.398 1.453 -4.528
H 1.920 2.036 -3.842
H 1.626 4.894 -0.233
H 1.318 4.613 1.442
H 0.863 -0.641 -4.746
H 0.873 -3.107 -4.745
H 0.676 -4.312 -2.534
H 0.291 -2.992 -0.490
C -2.858 0.118 2.356
C -2.784 1.461 1.637
S -2.282 1.369 -0.103
C -3.829 0.666 -0.784
C -3.712 -0.501 -1.750
S -2.716 -1.898 -1.202
C -3.526 -2.383 0.341
C -2.558 -2.495 1.514
S -1.511 -1.063 1.952
H -3.797 -0.392 2.147
H -2.813 0.297 3.430
H -2.025 2.096 2.087
H -3.742 1.979 1.693
H -4.319 1.496 -1.295
H -4.449 0.392 0.067
H -3.237 -0.191 -2.682
H -4.722 -0.839 -1.990
H -3.986 -3.361 0.189
H -4.331 -1.682 0.563
H -1.849 -3.307 1.356
H -3.117 -2.729 2.423
S 3.229 -2.470 3.491
As 2.420 -4.394 2.674
S 1.797 -1.070 3.088
S 1.968 -0.967 1.003
S 0.402 -4.277 2.665
```

Results
Total energy: -170166.42119 eV
Multiplicity: 1
HOMO (alpha / beta): -6.0 / -5.9 eV
ΔE to the lowest compared entry with this formula, charge and spin: 29.2 kJ/mol
Net charge: 0